Here is a molecular structure, C28H50BKN10S4 from OMol25. Energies are from wB97M-V/def2-TZVPD.

Summary:
DFT total energy ... -3862.2749 a.u.
Frontier orbital gap ... 7.08 eV
Energy relative to the best compared isomer or geometry (same formula, charge and spin) ... 0.521 eV

Geometry as XYZ:
```
94
Properties=species:S:1:pos:R:3:mulliken_charge:R:1
K 0.80824 1.36531 -1.98252 0.5104
C 4.33020 -0.36438 3.45881 -1.3884
C 2.82652 -0.28633 3.73161 1.1393
C 2.45656 1.16852 3.99213 -1.9547
C 2.45828 -1.10740 4.96902 -1.6216
N 2.12221 -0.88836 2.55923 0.8654
C 2.40081 -2.20625 2.20828 -0.9186
C 1.63728 -2.51441 1.14706 -0.7735
N 0.88141 -1.40478 0.83848 0.3001
B -0.12811 -1.25599 -0.34432 0.5498
N -0.16386 -2.55422 -1.18661 1.1232
C -0.86746 -3.67783 -0.78887 -0.9247
C -0.90027 -4.53646 -1.81834 -0.5952
N -0.21503 -3.94316 -2.87245 0.3778
C 0.22472 -2.70789 -2.47919 0.4225
S 1.10975 -1.58644 -3.40847 -0.5898
C -0.13232 -4.52104 -4.24694 1.1656
C -0.78291 -5.90229 -4.24750 -2.1153
C -0.89525 -3.62110 -5.21677 -1.5179
C 1.33145 -4.68629 -4.65117 -1.5297
N -1.52923 -0.99137 0.25912 0.5308
C -1.92015 -1.26864 1.55308 -0.8991
C -3.08633 -0.64698 1.77378 -0.7130
N -3.42097 0.04061 0.60820 0.3615
C -2.46074 -0.20374 -0.34132 0.1362
S -2.41059 0.22353 -1.98374 -0.3934
C -4.57830 0.98121 0.62785 1.4383
C -4.37749 1.92676 1.82023 -1.5852
C -4.70316 1.83647 -0.62791 -2.1871
C -5.85167 0.15403 0.79966 -1.6986
C 1.18727 -0.39168 1.68877 -0.6440
S 0.45301 1.14658 1.60310 -0.0407
H 4.87201 0.13178 4.26535 0.4939
H 4.56505 0.14037 2.52177 0.1123
H 4.68820 -1.39249 3.39567 0.3795
H 3.01099 1.47589 4.88116 0.5825
H 1.39281 1.29539 4.17447 0.4431
H 2.73320 1.81679 3.16322 0.2269
H 2.97994 -0.70426 5.83797 0.4429
H 2.73508 -2.15698 4.86676 0.3800
H 1.38406 -1.05032 5.15272 0.3326
H 3.12002 -2.80539 2.73414 0.5698
H 1.57559 -3.42533 0.57843 0.5949
H 0.19828 -0.34882 -1.00964 -1.2969
H -1.30277 -3.76321 0.19159 0.5841
H -1.34335 -5.51101 -1.87972 0.5472
H -1.84806 -5.85723 -4.01569 0.4591
H -0.29011 -6.58453 -3.55252 0.4634
H -0.68066 -6.31521 -5.25061 0.4553
H -1.94053 -3.53988 -4.91231 0.3813
H -0.85463 -4.05376 -6.21821 0.4740
H -0.46310 -2.62382 -5.24411 0.2761
H 1.85042 -5.33107 -3.93793 0.3911
H 1.84394 -3.72856 -4.69454 0.2810
H 1.37038 -5.15866 -5.63431 0.4726
H -1.32345 -1.86572 2.22070 0.6047
H -3.69773 -0.62088 2.65627 0.5158
H -3.38655 2.38293 1.76962 0.2738
H -4.47240 1.41542 2.77954 0.3946
H -5.12896 2.71719 1.78598 0.5166
H -3.80630 2.42884 -0.80743 0.4082
H -5.54979 2.50833 -0.46511 0.5623
H -4.88481 1.24108 -1.51735 0.4413
H -5.81965 -0.45583 1.70401 0.3509
H -5.98738 -0.50599 -0.05803 0.3830
H -6.71591 0.81764 0.86837 0.4448
N 3.54747 0.22927 -2.03317 -0.2864
C 4.22404 0.09868 -0.74272 0.1881
C 4.74409 1.44396 -0.24679 -1.0878
C 3.66919 2.45506 0.13947 0.1078
N 3.01907 3.05037 -1.03435 -0.3719
H 3.15923 -0.65730 -2.34443 0.1102
H 4.21164 0.53558 -2.73553 0.2064
H 5.05761 -0.61472 -0.76897 0.4088
H 3.50071 -0.29320 -0.01897 -0.3520
H 5.40090 1.87937 -1.01260 0.4648
H 5.38103 1.27045 0.62421 0.3800
H 4.11679 3.21414 0.79406 0.3780
H 2.89633 1.95147 0.72509 -0.3713
H 3.71077 3.53886 -1.59217 0.2001
H 2.32765 3.74089 -0.75582 0.1489
C -2.43044 6.56760 -0.73916 -0.8985
N -1.95525 5.68367 0.30810 0.2149
C -2.30701 5.73079 1.65217 -0.2653
C -1.67250 4.71524 2.26585 -0.7045
N -0.94133 4.06426 1.29192 0.3345
C -1.12427 4.63775 0.07749 0.0726
S -0.48863 4.12693 -1.38728 -0.4119
H -3.00737 7.36600 -0.27956 0.3164
H -3.05170 6.01756 -1.44422 0.3136
H -1.58449 6.98379 -1.28200 0.3236
H -2.96399 6.48594 2.04433 0.4288
H -1.66684 4.41155 3.29642 0.4478
H -0.40039 3.21736 1.40611 -0.0686
```

***

Here is a molecular structure, C28H50BN3O2PReS2 from OMol25. Energies are from wB97M-V/def2-TZVPD.

Summary:
DFT total energy ... -2651.4830 a.u.
Frontier orbital gap (spin up / spin down) ... 3.64 / 5.10 eV
Energy relative to the best compared isomer or geometry (same formula, charge and spin) ... 3.392 eV
Total charge ... +3
Multiplicity ... 2

Geometry as XYZ:
```
88
Properties=species:S:1:pos:R:3:mulliken_spin:R:1
Re 1.47749 0.57000 0.28455 1.0299
N 0.18249 0.92570 3.74885 0.0307
C 1.32139 0.26280 3.83965 0.0278
S 2.11749 -0.30910 2.39925 -0.1603
N 1.97839 -0.03600 4.95065 -0.0569
C 1.80909 0.22180 6.32155 -0.0464
C 2.71549 -0.44560 7.16105 -0.0254
C 2.67699 -0.25940 8.52615 0.0118
C 1.72669 0.59090 9.08045 -0.0582
C 0.83499 1.26650 8.25295 0.0067
C 0.86679 1.08900 6.88045 -0.0183
H -0.21481 1.06730 2.82755 -0.0055
H -0.37821 1.14410 4.56185 -0.0014
H 2.81879 -0.59030 4.79135 0.0063
H 3.44529 -1.11840 6.73285 0.0009
H 3.38209 -0.76890 9.16185 0.0000
H 1.67819 0.72060 10.14815 -0.0005
H 0.11699 1.94300 8.68795 -0.0001
H 0.17619 1.65050 6.27185 0.0021
C 4.88349 1.72580 -0.87615 -0.0068
S 3.70049 0.44130 -0.41535 -0.0212
C 4.78839 -0.93390 0.02215 -0.0012
O 2.90909 0.05700 -1.60915 0.1088
H 5.55229 1.35100 -1.64615 -0.0015
H 5.44539 1.98530 0.01545 -0.0002
H 4.33729 2.59430 -1.23465 0.0014
H 5.37329 -0.62720 0.88335 -0.0006
H 5.44249 -1.16360 -0.81365 -0.0018
H 4.17989 -1.79810 0.27985 0.0023
B 1.40239 5.03720 0.07825 0.0046
C 1.36249 3.60130 0.46135 0.1119
N 1.36829 2.43650 0.63385 -0.0678
H 1.40599 5.78670 0.99725 0.0386
H 2.41119 5.22400 -0.52595 0.0325
H 0.47869 5.26790 -0.63245 -0.0033
O -0.58241 0.30210 -0.12235 0.0311
P -1.27751 -0.30330 -1.35815 0.0197
C -0.54991 0.46710 -2.90045 0.0061
C -0.37211 1.98680 -2.70955 -0.0036
C -1.39281 2.79730 -3.50625 0.0000
C -1.26261 2.54090 -5.00545 0.0000
C -0.90141 1.08810 -5.30565 0.0001
C -1.34741 0.16320 -4.17075 -0.0008
C -3.04241 0.26750 -1.20125 0.0021
C -4.10111 -0.61660 -1.85405 -0.0006
C -4.41481 -1.87430 -1.04475 -0.0003
C -4.75251 -1.52220 0.39845 0.0001
C -3.63171 -0.71100 1.03695 0.0002
C -3.40251 0.57470 0.24985 -0.0004
C -0.84541 -2.11670 -1.26635 -0.0141
C 0.65629 -2.24560 -0.98365 0.0346
C 1.06179 -3.71430 -1.10515 0.0003
C 0.96089 -4.16690 -2.56895 -0.0002
C -0.06961 -3.34640 -3.35185 0.0000
C -1.26121 -2.96790 -2.47725 -0.0009
H 0.44449 0.01240 -2.99825 -0.0008
H 0.62239 2.26740 -3.06595 0.0002
H -0.43091 2.25000 -1.64595 0.0035
H -1.26861 3.86160 -3.29935 0.0001
H -2.40611 2.53920 -3.18205 -0.0001
H -0.50111 3.19830 -5.43575 0.0000
H -2.20011 2.81350 -5.49745 -0.0001
H 0.17849 0.97910 -5.44015 -0.0001
H -1.36401 0.77620 -6.24265 -0.0001
H -1.20241 -0.87170 -4.47785 0.0000
H -2.41421 0.33020 -4.00845 0.0000
H -3.01561 1.22420 -1.73965 0.0008
H -3.81001 -0.90380 -2.86655 -0.0001
H -5.01531 -0.02240 -1.94065 -0.0001
H -3.56401 -2.55650 -1.06015 0.0001
H -5.25941 -2.38540 -1.50775 0.0000
H -4.91341 -2.44180 0.96385 0.0000
H -5.68031 -0.94890 0.42845 0.0000
H -2.70241 -1.29050 1.05855 -0.0009
H -3.89351 -0.46330 2.06645 0.0000
H -2.61981 1.17840 0.71415 -0.0012
H -4.32291 1.16090 0.25355 0.0002
H -1.38231 -2.46670 -0.37665 0.0003
H 0.87669 -1.88340 0.03775 -0.0030
H 1.24139 -1.67680 -1.71235 -0.0108
H 0.40549 -4.31750 -0.47455 0.0000
H 2.08079 -3.86140 -0.74325 -0.0001
H 0.68969 -5.22380 -2.59555 -0.0001
H 1.93069 -4.07550 -3.06325 -0.0002
H -0.42081 -3.92790 -4.20465 0.0000
H 0.40299 -2.44700 -3.75535 -0.0001
H -1.71991 -3.88910 -2.11205 0.0002
H -2.01071 -2.45050 -3.07645 0.0001
```

***

Here is 3 unconnected molecules or ions with the total composition C28H50Br2FN4O4 from OMol25. Energies are from wB97M-V/def2-TZVPD.

Summary:
DFT total energy ... -6864.3429 a.u.
Frontier orbital gap ... 7.89 eV
Total charge ... +1

Geometry as XYZ:
```
89
Properties=species:S:1:pos:R:3:mulliken_charge:R:1
C -1.42081 -5.37208 4.46743 0.2061
C -2.34159 -5.14371 3.75502 -0.8133
C -3.56277 -4.95107 2.82543 -0.6809
C -3.12558 -4.03414 1.59319 -0.1647
N -4.18920 -3.01279 1.23398 -0.1537
C -3.69437 -1.70130 1.22598 0.0906
N -4.42003 -0.65083 1.56150 0.5358
C -5.82892 -0.78570 1.98084 -0.8327
C -6.86547 -0.69009 0.74881 -0.5287
N -6.26914 -1.05386 -0.54503 -0.6355
C -3.88628 0.71457 1.54088 -0.7477
Br -4.24642 1.93690 0.08303 0.0146
C -3.15309 1.08706 2.62211 0.6339
C -2.59236 2.55304 2.65686 -1.1584
Br -2.78781 -0.06479 4.12882 -0.0897
N -2.34935 -1.39852 0.78584 0.3100
C -1.44351 -2.56971 0.92301 -0.2264
C -1.12761 -3.31988 -0.42843 -1.0344
C -0.23051 -4.60101 -0.18606 -0.3243
F -1.02906 -5.77810 -0.10665 -0.3288
C -0.06025 -1.99102 1.46247 -0.3842
C 0.70012 -1.09131 0.41276 -0.9425
C 1.37793 0.18956 1.01623 -0.4102
C 0.37540 1.39670 0.91737 0.5959
C 0.84768 2.70049 1.64902 -0.5429
C 1.40741 2.46347 3.10691 -0.8155
O 0.73492 1.40306 3.79676 -0.1342
C 1.61460 0.65370 4.63884 -0.8953
O -1.90501 -3.43808 1.93294 -0.2081
H -0.70936 -5.84825 5.16557 0.4190
H -3.86392 -5.94558 2.42305 0.4278
H -4.35738 -4.49320 3.46592 0.3444
H -3.07090 -4.72376 0.70949 0.2694
H -4.91225 -3.16480 1.94216 0.3057
H -6.05175 0.09970 2.64035 0.4526
H -6.02583 -1.68292 2.62687 0.4661
H -7.24521 0.35849 0.70416 0.3360
H -7.70998 -1.40403 0.93518 0.3326
H -5.51681 -0.41522 -0.81599 0.2665
H -5.86809 -1.99523 -0.52859 0.3352
H -1.92688 2.67390 3.54252 0.3509
H -3.42509 3.30920 2.69586 0.3768
H -2.03563 2.69310 1.69362 0.2661
H -2.38629 -1.09764 -0.19558 0.3814
H -0.70180 -2.67392 -1.23122 0.5536
H -2.09356 -3.73541 -0.84756 0.5159
H 0.35692 -4.54904 0.76046 0.2502
H 0.49278 -4.74555 -1.02478 0.3243
H -0.31246 -1.32239 2.33888 0.0750
H 0.60599 -2.78864 1.86932 0.6463
H -0.05615 -0.72377 -0.34439 0.3339
H 1.41948 -1.72358 -0.18142 0.3114
H 2.24314 0.44442 0.33572 0.3501
H 1.81897 0.02336 2.02773 0.1318
H 0.27801 1.64041 -0.18183 -0.0448
H -0.63376 1.03602 1.25168 -0.3733
H 1.68941 3.14094 1.04068 0.2659
H 0.06508 3.50237 1.69775 0.3544
H 1.21099 3.41032 3.69394 0.3248
H 2.51915 2.33936 3.03061 0.3853
H 1.26164 -0.40562 4.76333 0.2177
H 1.69270 1.17648 5.63566 0.2877
H 2.66764 0.58521 4.24675 0.3848
C 1.04967 3.71645 -3.96995 -0.5966
C 1.34383 2.29689 -4.41286 -0.5879
C 2.45237 1.89360 -3.45822 0.1826
O 2.22928 2.61248 -2.23368 -0.4349
C 1.23681 3.62241 -2.46641 -0.3600
H 0.05728 4.06821 -4.25376 0.3509
H 1.78961 4.39958 -4.39645 0.2640
H 0.46253 1.66762 -4.25132 0.2474
H 1.63365 2.21412 -5.46064 0.3707
H 3.43348 2.18432 -3.84310 -0.1673
H 2.46199 0.82034 -3.25619 0.3055
H 0.31096 3.30459 -1.97080 0.1983
H 1.56213 4.56586 -2.02405 0.3066
C 7.96909 1.91022 -4.39817 -0.5562
C 7.12923 2.31037 -5.59527 -0.6170
C 5.76222 1.77176 -5.21388 -0.2670
O 5.68071 1.82059 -3.78190 -0.3607
C 6.98804 2.08712 -3.25339 -0.4801
H 8.87460 2.50508 -4.27795 0.3322
H 8.25930 0.85891 -4.48298 0.2562
H 7.09252 3.40071 -5.67472 0.2783
H 7.49461 1.91216 -6.54198 0.3436
H 5.64624 0.72697 -5.52170 0.2336
H 4.94637 2.35483 -5.64720 0.2520
H 6.99565 3.11653 -2.87988 0.2915
H 7.19011 1.41294 -2.41931 0.2538
```